DFT (ωB97M-V with the def2-TZVPD basis set) results for a molecular structure, C44H40NO3P3Pt.

* charge: +2
* energy above the lowest of the compared OMol25 structures with the same formula, charge and spin: 10.17 kcal per mole
* energy: -3123.82573 hartree
* Kohn-Sham gap: 3.8 eV
* lowest unoccupied orbital energy: -8.411 eV

Cartesian coordinates (Å):
1 Pt -0.245 -0.144 -0.559
2 C 3.019 0.162 -0.969
3 P 1.773 1.512 -1.203
4 C 2.736 2.862 -1.966
5 C 3.126 2.913 -3.274
6 C 4.140 3.799 -3.662
7 C 4.875 4.521 -2.697
8 C 4.500 4.511 -1.395
9 C 3.230 3.864 -0.983
10 C 0.678 1.101 -2.634
11 C -0.142 2.099 -3.172
12 C -0.921 1.816 -4.278
13 C -0.852 0.567 -4.888
14 C 0.009 -0.401 -4.396
15 C 0.763 -0.156 -3.255
16 C 2.493 -1.227 -0.843
17 C 3.172 -2.424 -1.019
18 C 2.266 -3.449 -0.704
19 C 1.070 -2.847 -0.343
20 C -0.202 -3.447 0.142
21 P -1.663 -2.413 -0.406
22 C -2.665 -2.130 1.090
23 C -1.788 -1.254 1.894
24 C -3.359 -0.242 3.721
25 C -4.613 -0.677 3.099
26 C -4.879 -1.538 2.096
27 C -4.005 -2.195 1.149
28 C -2.508 -3.569 -1.512
29 C -3.193 -4.672 -1.002
30 C -3.763 -5.581 -1.878
31 C -3.632 -5.407 -3.250
32 C -2.940 -4.317 -3.755
33 C -2.381 -3.391 -2.887
34 N 1.224 -1.493 -0.428
35 H 3.570 0.432 -0.063
36 H 3.728 0.233 -1.799
37 H 2.693 2.236 -4.001
38 H 4.421 3.865 -4.706
39 H 5.761 5.058 -3.008
40 H 5.069 5.053 -0.650
41 H 2.495 4.695 -0.939
42 H -0.188 3.075 -2.716
43 H -1.584 2.578 -4.665
44 H -1.467 0.353 -5.752
45 H 0.103 -1.356 -4.895
46 H 1.450 -0.916 -2.902
47 H 4.197 -2.533 -1.339
48 H 2.455 -4.509 -0.716
49 H -0.212 -3.500 1.235
50 H -0.315 -4.459 -0.243
51 H -0.783 -1.684 1.924
52 H -3.428 0.700 4.253
53 H -5.481 -0.212 3.554
54 H -5.932 -1.697 1.897
55 H -4.511 -2.763 0.375
56 H -3.270 -4.821 0.068
57 H -4.309 -6.430 -1.490
58 H -4.070 -6.129 -3.926
59 H -2.842 -4.186 -4.824
60 H -1.844 -2.529 -3.265
61 O -0.935 3.429 -0.696
62 C -1.362 2.393 -0.200
63 O -1.732 1.319 -0.812
64 C -1.406 2.271 1.328
65 P -0.153 0.994 1.763
66 C -0.909 0.460 3.362
67 C -1.983 -0.565 3.197
68 C -2.467 -1.262 4.458
69 C -1.879 -0.830 5.718
70 C -1.090 0.259 5.783
71 C -0.592 0.911 4.593
72 C 1.375 1.961 1.747
73 C 2.058 2.353 2.833
74 C 3.027 3.442 2.779
75 C 3.466 3.907 1.612
76 C 3.158 3.131 0.366
77 C 1.734 2.525 0.404
78 H -2.390 1.905 1.626
79 H -1.206 3.229 1.807
80 H -1.750 -0.407 1.209
81 H -2.800 -2.290 4.376
82 H -2.103 -1.402 6.609
83 H -0.722 0.608 6.738
84 H 0.107 1.725 4.729
85 H 1.801 1.953 3.803
86 H 3.330 3.902 3.710
87 H 4.123 4.765 1.542
88 H 3.905 2.325 0.333
89 H 1.016 3.322 0.155
90 O 1.467 -1.042 2.497
91 H 1.624 -1.344 3.400
92 H 2.262 -1.253 1.990